This record from OMol25 describes an isolated molecule of C40H67NO14. The level of theory is wB97M-V/def2-TZVPD.

Summary:
Largest force on an atom   0.0172 hartree/bohr
ΔE to the lowest compared entry with this formula, charge and spin   0.158 eV
LUMO energy   0.0234 Ha

Geometry as ORCA input:
```
! RIJCOSX wB97M-V def2-TZVPD def2/J DEFGRID3
* xyz 0 1
O -2.247 2.167 2.794
O 0.051 -0.308 -0.247
O 0.579 -3.151 -2.374
O 4.253 -4.158 2.701
O 1.707 1.930 -1.871
O 0.466 3.344 1.436
O 1.692 1.498 1.024
O -1.823 -2.200 0.252
O 0.599 -2.815 3.653
O -4.840 -2.694 1.356
O 3.191 0.382 -2.527
O -2.272 2.840 -0.981
O -3.545 1.454 0.406
O -3.221 -1.546 -1.501
N -6.173 -0.970 -0.160
C 3.143 -2.349 1.607
C -0.627 -4.005 1.944
C -6.207 -1.361 -1.557
C 2.950 4.757 1.243
C -3.105 -2.235 -0.290
C -3.151 3.665 1.135
C 1.292 -4.269 0.319
C -0.772 2.796 0.980
C 5.309 1.075 -3.380
C 2.278 -4.724 1.406
C 4.296 1.256 -2.258
C 2.730 3.436 1.994
C -4.904 -0.487 0.370
C -1.478 4.385 2.869
C -0.982 3.207 -0.490
C -3.019 0.424 -2.796
C 5.309 -0.490 -0.766
C 0.692 -1.081 -1.213
C 3.513 -3.802 1.541
C 0.947 -0.266 -2.508
C 0.170 -3.346 0.807
C -3.332 2.761 -0.079
C -0.130 -3.711 3.322
C -0.810 -3.002 -0.333
C -7.291 -0.104 0.159
C -3.025 -0.138 -1.381
C -0.199 -2.289 -1.568
C -0.702 4.690 -0.749
C 2.767 -6.145 1.121
C 1.584 2.636 1.418
C 3.387 4.482 -0.194
C 3.681 -1.348 0.906
C -1.912 3.243 1.948
C 1.966 0.815 -2.259
C 4.769 -1.469 -0.037
C 3.992 5.604 1.969
C 4.849 0.930 -0.858
C -4.113 0.518 -0.501
C -0.153 -3.962 -3.259
C -4.033 -1.681 0.823
H -0.278 2.629 -1.101
H -1.066 5.213 2.302
H 3.665 5.840 2.978
H -2.058 0.036 -0.890
H 1.776 -4.734 2.378
H -7.335 0.057 1.235
H -3.398 -3.271 -0.536
H -2.273 -0.092 -3.395
H 1.953 -6.861 1.208
H -2.784 1.484 -2.763
H 2.490 3.647 3.038
H -1.256 5.342 -0.082
H -0.981 4.918 -1.775
H 2.396 -2.121 2.356
H 3.178 -6.207 0.115
H 2.682 3.821 -0.693
H 6.211 1.640 -3.161
H 2.001 5.301 1.233
H 3.632 2.823 1.958
H -3.070 4.696 0.796
H -2.339 4.720 3.441
H 6.163 -0.725 -1.387
H -6.276 -0.501 -2.237
H 3.547 -6.415 1.829
H 4.891 1.430 -4.319
H -4.830 1.055 -1.141
H -3.990 0.274 -3.262
H -0.539 -4.407 4.085
H 4.157 6.537 1.435
H -7.236 0.873 -0.343
H 0.697 0.292 0.170
H -7.085 -1.989 -1.714
H 3.920 2.288 -2.257
H -1.647 -3.605 1.934
H 0.009 0.199 -2.813
H 4.190 -4.005 0.708
H -5.316 -1.927 -1.806
H -4.026 3.574 1.779
H 1.655 -1.465 -0.849
H -0.820 -3.361 -3.889
H -1.056 -1.924 -2.152
H -0.720 1.701 1.021
H 4.939 5.072 2.030
H 5.558 0.024 -3.492
H -4.223 3.066 -0.661
H 0.359 4.880 -0.627
H -0.751 -4.714 -2.734
H 0.582 -4.467 -3.884
H 4.367 4.010 -0.202
H -5.702 -2.613 0.909
H 1.843 -3.780 -0.484
H -5.156 0.057 1.287
H 4.059 1.134 -0.135
H 3.450 5.411 -0.757
H -8.210 -0.597 -0.155
H -3.361 -1.338 1.617
H 5.221 -2.448 -0.112
H -2.644 1.471 2.250
H 0.569 -2.402 1.179
H 5.687 1.604 -0.663
H 1.319 -0.947 -3.272
H -1.270 -3.937 -0.699
H -0.701 -5.086 1.804
H 3.744 -3.872 3.470
H 0.823 -5.159 -0.111
H 3.295 -0.353 1.081
H -0.728 4.017 3.562
*
```

These are the natural (NBO) partial charges, in e, on atoms 1 to 8: -0.73 -0.76 -0.55 -0.71 -0.64 -0.51 -0.65 -0.55

=====

This record from OMol25 describes a structure of composition C40H68CdClN2O5P3SeSi at a distorted geometry. The level of theory is wB97M-V/def2-TZVPD.

Summary:
Largest force on an atom   0.0208 hartree/bohr
LUMO energy   0.1578 Ha

Geometry as ORCA input:
```
! RIJCOSX wB97M-V def2-TZVPD def2/J DEFGRID3
* xyz -2 1
Cd 0.210 -0.371 -0.801
Se 2.651 0.869 -2.265
Cl -1.501 -2.140 -1.761
P -1.600 -2.210 2.000
P -1.563 1.453 -2.522
P 2.322 1.524 1.735
Si -1.024 1.036 0.934
O 3.678 2.098 -2.503
O 1.941 -2.166 1.122
O 2.563 -0.087 -3.587
O 3.096 -0.057 -0.972
O 1.118 1.408 -1.914
N 1.548 -2.151 -1.863
N 1.506 -3.553 -1.690
C -4.280 2.440 -3.139
C 1.038 2.017 2.958
C -1.256 2.090 3.649
C -2.436 -3.867 1.631
C -1.880 5.131 0.307
C 0.145 2.887 -4.349
C 4.976 0.774 1.962
C -1.244 -2.514 3.828
C 1.644 3.913 0.476
C 3.778 1.117 2.850
C -4.024 0.543 -1.544
C -1.293 -4.763 1.123
C -3.821 1.247 1.670
C 0.426 2.922 5.135
C 3.799 -3.946 -2.403
C -5.274 -0.415 2.593
C -3.432 1.223 -2.775
C -2.965 -0.968 2.051
C 2.866 3.190 1.044
C -1.916 5.294 -1.068
C 1.379 2.577 4.194
C -2.734 0.359 1.607
C 3.640 4.127 1.970
C -1.689 3.864 0.834
C -0.906 2.669 4.860
C 3.459 -0.050 3.785
C -1.529 2.716 0.041
C 1.971 -3.996 -4.105
C -0.323 1.761 2.650
C -3.552 -3.823 0.582
C -2.415 -2.661 4.796
C -4.231 -1.322 2.535
C 2.087 -5.773 -2.336
C -5.065 0.884 2.155
C -1.618 2.894 -1.364
C 2.331 -4.300 -2.647
C -1.333 1.080 -5.242
C -1.797 4.181 -1.882
C -1.218 2.209 -4.208
C -0.284 -1.436 4.327
H 3.508 2.919 0.202
H 4.780 -0.136 1.390
H 1.384 -1.857 -2.823
H -2.042 6.278 -1.507
H -4.405 -2.332 2.881
H -2.365 0.756 -5.390
H 1.950 4.834 -0.030
H -0.703 -3.468 3.799
H -1.631 3.773 1.910
H 0.723 3.381 6.072
H 3.996 -2.910 -2.690
H 1.615 -2.713 0.392
H -5.335 2.149 -3.188
H 4.035 1.984 3.462
H 2.421 2.743 4.439
H -3.289 -3.139 -0.227
H 0.941 4.175 1.270
H 0.126 -1.690 5.311
H -3.683 2.264 1.320
H 0.528 -3.808 -1.795
H 3.067 4.360 2.870
H -3.674 -4.820 0.141
H 0.320 3.631 -3.571
H -0.742 0.215 -4.929
H -5.061 0.235 -1.730
H -1.977 5.989 0.964
H -3.454 -0.345 -1.268
H 1.128 3.291 -0.257
H 4.610 3.718 2.263
H 2.391 -1.421 0.686
H 2.563 -4.622 -4.778
H 1.035 -6.030 -2.503
H -0.802 -0.479 4.413
H 4.039 -4.064 -1.343
H 5.874 0.614 2.570
H 4.448 -4.597 -2.994
H -6.244 -0.719 2.972
H -3.113 -3.445 4.491
H -4.012 2.868 -4.110
H -1.028 -4.448 0.112
H 2.325 -5.971 -1.289
H 0.207 3.383 -5.325
H -1.856 4.328 -2.953
H -3.477 0.506 -3.602
H -1.672 2.913 5.589
H 3.827 5.069 1.445
H 3.147 -0.931 3.219
H 2.182 -2.951 -4.345
H 0.910 -4.191 -4.292
H -2.820 -4.294 2.563
H -4.027 1.229 -0.698
H 4.348 -0.315 4.369
H -2.965 -1.723 4.884
H 0.948 2.158 -4.286
H 2.703 -6.412 -2.972
H -1.598 -5.816 1.102
H -2.300 1.873 3.490
H 2.660 0.204 4.484
H 5.184 1.562 1.235
H 0.542 -1.304 3.626
H -2.034 -2.924 5.790
H -4.513 -3.521 0.995
H -1.998 2.945 -4.420
H -0.943 1.416 -6.209
H -4.183 3.223 -2.383
H -0.399 -4.675 1.746
H 2.463 -1.777 -1.620
H -5.872 1.608 2.190
*
```

These are the Löwdin partial charges, in e, on atoms 1 to 8: 1.10 0.64 -0.23 1.06 1.03 1.09 0.63 -0.51

=====

This record from OMol25 describes a cluster of 10 separate species, C40H73Cl18N3O10P in total at a distorted geometry. The level of theory is wB97M-V/def2-TZVPD.

Summary:
Largest force on an atom   0.1820 hartree/bohr
LUMO energy   -0.1806 Ha

Geometry as ORCA input:
```
! RIJCOSX wB97M-V def2-TZVPD def2/J DEFGRID3
* xyz 1 1
Cl -6.112 -0.234 -6.119
Cl -2.793 -0.020 -5.334
Cl 0.374 -4.865 -0.583
Cl -1.625 1.751 6.479
Cl -9.565 2.945 -0.167
Cl 6.412 -5.537 5.453
Cl -0.583 -6.636 -4.760
Cl -11.089 1.473 -7.217
Cl -9.826 0.412 2.111
Cl 3.093 -5.752 4.668
Cl 0.353 1.965 9.258
Cl -0.473 -9.400 -2.753
Cl -5.529 2.759 2.655
Cl -9.002 2.668 -4.788
Cl -5.143 1.707 -0.573
Cl 6.726 6.029 0.984
Cl 6.527 3.223 -0.956
Cl 0.484 -7.629 1.425
P 2.433 3.542 -2.495
O 5.226 -1.269 -0.887
O 4.405 -3.542 1.584
O 2.580 -0.159 -3.860
O 1.515 4.321 1.155
O 4.975 0.027 -3.816
O -0.736 4.567 3.450
O 0.926 4.099 -1.819
O 3.326 4.845 -2.780
O 2.094 2.835 -4.050
O 6.304 3.629 4.245
N 4.262 2.042 1.379
N 3.389 -1.483 2.689
N -1.867 -2.420 -2.969
C -3.639 -1.423 -6.033
C 0.118 -7.585 -0.318
C 6.743 4.900 -1.518
C -0.054 -8.274 -5.221
C 4.771 -1.103 3.175
C -11.158 1.375 1.424
C 2.649 -2.065 3.911
C -9.990 2.870 -7.341
C -0.191 3.310 8.224
C 1.165 5.435 2.055
C 0.282 -1.105 -3.288
C -6.415 3.344 1.225
C 0.902 -6.504 -1.043
C -4.756 -1.008 -6.978
C -0.839 -9.356 -4.496
C -8.710 2.667 -6.546
C 2.093 -2.892 0.724
C -2.297 2.759 2.381
C 3.311 2.389 -1.252
C 3.525 2.897 0.327
C -6.653 2.242 0.205
C 5.566 -6.940 4.754
C -0.878 3.135 3.141
C 4.449 -6.525 3.809
C 3.903 0.916 -1.661
C 2.924 4.413 0.697
C 5.689 -0.282 2.092
C 1.909 -1.280 -3.175
C 3.805 0.258 -3.159
C -10.895 1.769 -0.021
C 4.678 0.055 -0.501
C 4.854 0.663 1.045
C 6.025 3.049 3.069
C 4.465 2.495 2.831
C -0.495 5.377 2.244
C 2.118 -0.922 4.959
C 3.420 -2.649 1.708
C -1.586 3.079 7.667
C -0.482 -2.516 -3.638
C 7.578 5.726 -0.551
H 7.795 6.703 -0.991
H -0.953 4.930 1.256
H -8.218 1.725 -6.808
H -0.652 -2.579 -4.812
H -2.304 2.845 8.459
H 5.752 5.337 -1.670
H 0.145 -3.421 -3.232
H -12.058 0.756 1.483
H -5.851 4.177 0.794
H -10.649 0.899 -0.638
H 1.141 -3.208 1.353
H -5.163 -1.889 -7.482
H 6.509 0.326 2.695
H 0.545 3.444 7.426
H -7.373 3.732 1.583
H 5.190 -7.555 5.577
H 0.064 -0.349 -4.173
H 1.401 -1.376 5.798
H -0.208 -8.364 -6.300
H 3.071 5.180 -0.201
H -0.576 -10.338 -4.899
H 2.254 -1.384 -2.062
H -0.962 -7.447 -0.435
H 3.768 3.381 3.148
H 1.682 -2.665 3.554
H 1.668 5.218 3.114
H -7.307 2.608 -0.592
H 1.910 -1.984 0.007
H -9.753 2.992 -8.401
H -0.900 6.487 2.411
H -2.890 -2.005 -6.577
H 1.976 -6.582 -0.845
H 0.748 -6.593 -2.122
H -4.399 -0.312 -7.744
H 7.244 4.845 -2.488
H -2.538 1.621 2.515
H -0.018 2.683 2.488
H -8.012 3.484 -6.750
H 3.314 -2.829 4.516
H 8.529 5.237 -0.321
H -1.918 -9.218 -4.613
H 2.202 -2.257 -3.752
H 0.381 -8.568 -0.721
H -4.016 -2.037 -5.210
H -11.785 2.244 -0.443
H -2.193 -1.434 -3.084
H -11.306 2.253 2.061
H 0.437 3.239 -1.565
H -7.128 1.367 0.661
H -3.138 3.416 2.884
H 4.218 1.602 3.583
H -1.933 3.977 7.148
H 3.518 4.904 1.609
H 6.767 2.911 2.173
H -0.847 2.545 4.176
H -0.185 4.209 8.847
H 4.746 -0.432 4.162
H 1.019 -8.353 -5.022
H 1.502 6.503 1.640
H 4.807 -5.830 3.043
H 6.194 -1.187 -1.149
H 1.115 2.640 -4.133
H 1.645 0.027 4.464
H -1.646 -2.513 -1.933
H 5.407 -2.063 3.488
H 6.315 -7.522 4.210
H -0.127 -0.615 -2.299
H 2.332 -3.824 0.024
H 3.075 -0.537 5.558
H 6.304 -1.104 1.485
H 4.043 -7.407 3.305
H -10.534 3.760 -7.009
H -2.155 2.986 1.235
*
```

These are the Löwdin partial charges, in e, on atoms 1 to 8: 0.56 0.56 0.62 0.56 0.63 0.53 0.55 0.53

=====

- Among the records above, which one has the lowest largest force on an atom?
  C40H67NO14